A structure of composition C36H41BF13N11OPbSe. Source: the OMol25 dataset; level of theory: wB97M-V/def2-TZVPD.

Total energy = -163036.5895 eV
Total charge = 0
Frontier orbital gap = 3.5082 eV
Highest occupied orbital energy = -6.64 eV
Energy relative to the best compared isomer or geometry (same formula, charge and spin) = 14.3 kcal/mol
Strongest force on any atom = 0.0098 hartree/bohr

Last column: Löwdin charge in e.
Element x y z (Å)
1 Pb 1.563 0.484 -0.913  1.513
2 C 2.656 -0.606 -4.182  -0.182
3 C 2.163 -1.856 -3.430  -0.190
4 N 1.175 -1.602 -2.382  -0.196
5 C -0.225 -1.511 -2.845  -0.264
6 C -0.466 -0.321 -3.754  -0.198
7 N -0.024 0.932 -3.128  -0.131
8 C 0.599 1.902 -4.013  -0.201
9 C 2.155 1.812 -4.043  -0.197
10 N 2.713 0.624 -3.371  -0.143
11 H 3.642 -0.832 -4.598  0.123
12 H 2.013 -0.411 -5.037  0.102
13 H 1.772 -2.564 -4.173  0.130
14 H 3.015 -2.359 -2.969  0.104
15 H 1.212 -2.371 -1.708  -0.056
16 H -0.526 -2.438 -3.350  0.120
17 H -0.847 -1.407 -1.956  0.058
18 H 0.047 -0.459 -4.707  0.106
19 H -1.534 -0.276 -3.974  0.114
20 H -0.832 1.319 -2.650  0.078
21 H 0.214 1.811 -5.035  0.115
22 H 0.334 2.899 -3.666  0.101
23 H 2.494 1.849 -5.084  0.112
24 H 2.569 2.685 -3.538  0.104
25 H 3.676 0.831 -3.139  0.089
26 C 4.977 -0.196 -0.441  -0.210
27 C 4.870 0.918 0.604  -0.195
28 N 3.560 1.571 0.590  -0.144
29 C 2.855 1.630 1.885  -0.211
30 C 2.513 0.262 2.466  -0.182
31 N 1.785 -0.605 1.527  -0.117
32 C 2.337 -1.958 1.398  -0.217
33 C 3.725 -1.938 0.772  -0.172
34 N 3.808 -1.076 -0.429  -0.108
35 H 5.055 0.247 -1.438  0.102
36 H 5.910 -0.747 -0.262  0.123
37 H 5.056 0.506 1.597  0.108
38 H 5.672 1.637 0.419  0.124
39 H 3.638 2.517 0.236  0.103
40 H 3.432 2.192 2.631  0.129
41 H 1.918 2.164 1.715  0.081
42 H 3.421 -0.245 2.798  0.107
43 H 1.914 0.440 3.360  0.129
44 H 0.810 -0.674 1.809  0.090
45 H 2.411 -2.466 2.369  0.131
46 H 1.647 -2.541 0.784  0.013
47 H 4.455 -1.571 1.496  0.102
48 H 4.020 -2.962 0.535  0.129
49 H 3.826 -1.660 -1.254  0.082
50 F 1.342 4.733 1.660  0.131
51 C 0.183 4.667 2.308  -0.149
52 C 0.179 4.610 3.639  -0.146
53 F 1.328 4.613 4.292  0.146
54 C -1.059 4.556 4.401  0.001
55 C -2.259 4.810 3.623  -0.128
56 C -2.250 4.874 2.287  -0.140
57 F -3.379 5.053 1.630  0.159
58 C -1.037 4.658 1.525  -0.004
59 C -1.043 4.414 0.189  -0.108
60 C 0.110 3.909 -0.497  -0.134
61 N 1.009 3.409 -1.011  0.179
62 C -2.203 4.504 -0.648  -0.157
63 N -3.064 4.624 -1.399  0.214
64 F -3.407 4.914 4.268  0.153
65 C -1.085 4.271 5.727  -0.110
66 C 0.087 3.899 6.469  -0.160
67 N 0.998 3.550 7.075  0.209
68 C -2.279 4.271 6.523  -0.159
69 N -3.179 4.285 7.235  0.211
70 F -2.332 1.800 1.996  0.153
71 B -1.101 1.163 1.928  -1.274
72 F -0.619 1.220 0.578  -0.011
73 F -1.145 -0.165 2.330  0.139
74 F -0.158 1.864 2.734  0.104
75 O -2.491 0.442 -1.804  0.051
76 C -3.487 0.120 -1.180  -0.460
77 C -3.473 -0.944 -0.124  -0.082
78 C -3.823 -2.256 -0.869  -0.175
79 C -5.035 -2.231 -1.820  -0.186
80 C -4.852 -1.394 -3.103  -0.175
81 C -5.114 0.114 -2.916  -0.176
82 N -4.751 0.539 -1.559  0.058
83 H -4.211 -0.732 0.654  0.130
84 H -2.490 -1.034 0.336  0.103
85 H -3.977 -3.028 -0.115  0.105
86 H -2.945 -2.571 -1.439  0.076
87 H -5.941 -1.915 -1.288  0.113
88 H -5.215 -3.265 -2.120  0.109
89 H -5.514 -1.771 -3.887  0.105
90 H -3.829 -1.543 -3.461  0.099
91 H -6.169 0.347 -3.057  0.114
92 H -4.548 0.702 -3.637  0.110
93 H -5.444 0.230 -0.894  0.114
94 F -0.403 -7.282 4.405  0.113
95 C -0.350 -6.500 3.321  -0.149
96 C 0.738 -6.554 2.471  -0.153
97 F 1.748 -7.393 2.741  0.106
98 C 0.780 -5.741 1.354  -0.269
99 F 1.873 -5.833 0.579  0.053
100 C -0.239 -4.852 1.027  -0.540
101 Se -0.176 -3.753 -0.511  0.711
102 C -1.313 -4.820 1.913  -0.260
103 F -2.343 -3.990 1.701  0.066
104 C -1.380 -5.623 3.037  -0.150
105 F -2.436 -5.557 3.856  0.112

---

A cluster of 2 separate species, C23H32Cl2F16NO5 in total. Source: the OMol25 dataset; level of theory: wB97M-V/def2-TZVPD.

Total energy = -104609.7558 eV
Total charge = -1
Frontier orbital gap = 4.7782 eV
Highest occupied orbital energy = -3.77 eV
Strongest force on any atom = 0.1105 hartree/bohr

Last column: Löwdin charge in e.
Element x y z (Å)
1 C 5.839 1.897 3.161  -0.117
2 O 4.434 2.019 3.601  -0.245
3 C 3.547 2.316 2.465  -0.137
4 C 3.063 0.847 1.857  -0.205
5 O 2.907 0.827 0.396  -0.229
6 C 4.184 0.617 -0.305  -0.183
7 C 4.130 1.498 -1.688  -0.562
8 Cl 2.390 1.606 -2.416  0.517
9 C 4.641 3.052 -1.538  -0.659
10 C 6.020 3.236 -0.656  -0.144
11 Cl 3.265 4.227 -0.994  0.479
12 C 1.772 0.202 2.683  -0.249
13 C 0.481 1.199 2.799  -0.142
14 C 0.199 2.155 1.501  -0.069
15 C -0.978 3.218 1.929  -0.186
16 F -0.356 4.115 2.974  -0.021
17 F -2.044 2.466 2.629  0.004
18 C -1.490 4.212 0.733  -0.083
19 F -1.873 5.567 1.280  0.018
20 F -0.273 4.496 -0.118  0.005
21 C -2.602 3.575 -0.286  -0.087
22 F -2.039 2.306 -0.812  0.053
23 F -2.658 4.511 -1.471  0.023
24 C -4.127 3.480 0.289  -0.088
25 F -4.336 4.019 1.652  0.052
26 F -5.016 4.303 -0.614  0.026
27 C -4.783 1.965 0.276  -0.071
28 F -3.932 0.941 0.972  0.035
29 F -6.025 2.069 1.131  0.020
30 C -5.318 1.477 -1.205  -0.120
31 F -5.460 -0.022 -1.206  0.047
32 F -6.729 2.007 -1.315  0.023
33 F -4.523 1.981 -2.347  0.063
34 N 1.466 -1.202 2.202  -0.066
35 C 0.475 -1.240 1.064  -0.227
36 C 0.336 -2.853 0.643  -0.165
37 C -0.080 -3.083 -0.925  -0.246
38 O 0.803 -2.428 -1.902  -0.157
39 H 5.987 2.066 1.998  0.069
40 H 6.591 2.532 3.819  0.105
41 H 6.142 0.760 3.349  0.104
42 H 4.053 3.005 1.633  0.106
43 H 2.651 2.956 2.892  0.135
44 H 3.970 0.109 2.098  0.155
45 H 5.128 0.797 0.364  0.112
46 H 4.209 -0.524 -0.628  0.148
47 H 4.787 1.002 -2.537  0.126
48 H 4.915 3.415 -2.642  0.112
49 H 6.636 2.236 -0.564  0.090
50 H 6.736 4.041 -1.162  0.093
51 H 5.704 3.700 0.380  0.061
52 H 2.178 0.070 3.799  0.163
53 H -0.457 0.501 3.039  0.128
54 H 0.626 1.850 3.789  0.130
55 H -0.089 1.450 0.604  0.130
56 H 1.141 2.774 1.137  0.126
57 H 1.098 -1.711 3.037  0.115
58 H 0.811 -0.695 0.085  0.118
59 H -0.626 -0.916 1.360  0.119
60 H 1.349 -3.408 0.942  0.112
61 H -0.474 -3.287 1.404  0.122
62 H 0.016 -4.256 -1.126  0.127
63 H -1.218 -2.831 -1.032  0.135
64 H 1.754 -2.765 -1.772  0.109
65 C -5.452 -4.805 -2.986  -0.097
66 C -5.046 -5.535 -1.722  -0.286
67 O -4.195 -6.653 -1.959  -0.125
68 C -2.779 -6.425 -2.203  -0.514
69 O -2.252 -5.665 -1.248  -0.203
70 C -2.460 -5.919 -3.667  -0.522
71 F -3.288 -6.510 -4.577  0.083
72 F -1.198 -6.261 -4.051  0.091
73 F -2.574 -4.582 -3.855  0.094
74 H -5.667 -5.504 -3.799  0.073
75 H -6.338 -4.190 -2.802  0.062
76 H -4.664 -4.130 -3.322  0.056
77 H -5.958 -5.957 -1.283  0.102
78 H -4.641 -4.850 -0.971  0.103
79 H -2.419 -7.463 -2.257  0.127

---

A cluster of 2 separate species, C5H16N2O in total. Source: the OMol25 dataset; level of theory: wB97M-V/def2-TZVPD.

Total energy = -10470.6471 eV
Total charge = 0
Frontier orbital gap = 8.7749 eV
Highest occupied orbital energy = -8.27 eV
Energy relative to the best compared isomer or geometry (same formula, charge and spin) = 43.2 kcal/mol
SMILES string = CC(C)NCCN.O
Strongest force on any atom = 0.0797 hartree/bohr

Last column: Löwdin charge in e.
Element x y z (Å)
1 N -1.923 -1.510 2.169  -0.031
2 C -1.905 -0.179 1.737  -0.343
3 C -1.333 0.200 0.322  -0.212
4 N 0.137 -0.154 0.207  -0.049
5 C 0.346 1.766 -1.477  -0.078
6 C 0.885 1.049 -0.193  -0.451
7 C 2.472 0.908 -0.220  -0.068
8 H -2.499 -2.034 1.508  0.074
9 H -0.936 -1.846 2.384  0.104
10 H -2.957 0.263 1.718  0.116
11 H -1.360 0.454 2.495  0.117
12 H -1.547 1.251 -0.055  0.100
13 H -1.795 -0.242 -0.505  0.081
14 H 0.255 -1.009 -0.398  0.081
15 H 0.922 2.759 -1.603  0.102
16 H 0.412 1.245 -2.396  0.054
17 H -0.658 2.047 -1.231  0.028
18 H 0.614 1.746 0.602  0.119
19 H 2.984 1.951 -0.270  0.098
20 H 2.702 0.313 0.710  0.073
21 H 2.785 0.278 -1.039  0.045
22 H 0.642 -3.087 -2.327  0.070
23 H 1.244 -3.285 -0.780  0.086
24 O 0.513 -2.881 -1.356  -0.116

---

A cluster of 2 separate species, BH2NO5 in total. Source: the OMol25 dataset; level of theory: wB97M-V/def2-TZVPD.

Total energy = -12434.4333 eV
Total charge = 0
Frontier orbital gap (spin up / spin down) = 9.9119 / 7.9291 eV
Highest occupied orbital energy (spin up / spin down) = -11.13 / -9.81 eV
Energy relative to the best compared isomer or geometry (same formula, charge and spin) = 37.2 kcal/mol
Strongest force on any atom = 0.0776 hartree/bohr

Last column: Löwdin charge in e.
Element x y z (Å)
1 B -0.238 -0.544 0.593  -0.970
2 N 1.507 1.116 -1.072  -0.209
3 O 1.323 2.138 -0.612  0.263
4 O 1.826 0.484 -1.961  0.263
5 O -0.760 -1.337 1.587  0.172
6 O -1.039 0.063 -0.370  0.135
7 O 1.062 -0.351 0.547  0.166
8 H -1.713 -1.416 1.596  0.091
9 H -1.969 -0.153 -0.309  0.090